A cluster of 2 separate species, C2H5F2N in total in a non-equilibrium geometry. Source: OMol25; level of theory: ωB97M-V with the def2-TZVPD basis set.

Summary:
* 2S+1: 3
* total charge: 0
* expectation value of S²: 2.003
* LUMO energy (alpha / beta): 1.04 / -0.23 eV
* relative energy (zero: lowest compared OMol25 entry of this formula, charge and spin): 17.0 kcal/mol

```
10
Properties=species:S:1:pos:R:3:forces:R:3
C -0.872828 0.596045 -0.278544 -0.62 0.35 -3.48
C 0.371216 0.237598 0.264488 1.62 1.26 -0.12
N 0.423603 -1.009523 0.716814 1.66 -1.55 1.45
F -1.875411 0.440087 0.618964 -2.06 -0.54 1.32
F 1.262319 1.148815 0.824581 -1.12 -0.95 -0.26
H -1.106528 -0.068537 -1.236711 0.33 1.04 1.90
H -0.935373 1.613673 -0.601594 0.31 0.74 -0.35
H 1.539036 0.364908 -1.965317 0.23 -0.02 -0.35
H -0.302173 -1.657621 0.478666 0.07 -0.07 0.17
H 1.256327 -1.307525 1.211394 -0.42 -0.25 -0.28
```
Forces are in eV/Å.

A cluster of 12 separate species, C84H174F9N7O13S3 in total in a non-equilibrium geometry. Source: OMol25; level of theory: ωB97M-V with the def2-TZVPD basis set.

Summary:
* total charge: +2
* LUMO energy: -3.94 eV

```
290
Properties=species:S:1:pos:R:3:forces:R:3
C 17.481018 11.869045 20.561594 0.94 -1.75 -0.78
C 18.635699 10.932076 20.105795 -0.49 0.58 -0.22
C 19.832483 11.056333 21.015903 1.32 0.58 -0.40
C 20.852090 11.994893 20.420554 0.81 0.45 -0.14
N 22.170307 12.069827 21.150569 1.20 -0.53 0.87
C 22.218062 12.829000 22.464407 -0.98 -0.89 -0.08
C 23.675126 13.205438 22.656645 0.17 -1.07 1.77
C 24.246966 13.359251 21.262539 0.20 0.21 -1.03
C 23.091135 12.912806 20.376685 -0.42 0.56 -2.28
C 22.785972 10.669407 21.389204 -1.23 0.66 0.07
C 23.038571 9.844657 20.160483 -0.18 0.59 0.37
C 23.857791 8.613738 20.539860 0.91 0.55 -0.68
H 16.612856 11.670514 19.945126 -0.23 0.06 0.06
H 17.770149 12.905982 20.486068 0.08 0.39 0.14
H 17.289042 11.538381 21.558455 -0.55 0.29 0.89
H 18.958814 11.221093 19.107377 0.00 0.00 -0.35
H 18.347030 9.878636 20.027744 -0.32 0.31 0.30
H 20.336857 10.114142 21.108572 -0.16 -0.69 0.18
H 19.630479 11.385324 22.017817 -0.59 -0.06 0.51
H 20.564987 13.026808 20.250241 -0.57 0.35 0.54
H 21.193717 11.768293 19.428531 -0.29 -0.84 -0.50
H 21.712502 12.199767 23.217287 0.46 0.41 -0.03
H 21.655602 13.735164 22.317073 -0.56 0.25 -0.16
H 24.174926 12.331771 23.138906 -0.16 0.96 0.00
H 23.714410 14.064745 23.352811 0.32 -0.39 -0.53
H 25.162707 12.740986 21.113448 -0.66 0.58 0.09
H 24.437972 14.397179 20.941453 0.35 -0.39 0.47
H 23.331176 12.447605 19.398980 0.08 0.14 0.74
H 22.433299 13.756434 20.077139 0.66 -0.10 0.23
H 22.024818 10.185748 21.980946 0.11 -0.26 0.61
H 23.681520 10.807586 21.956512 0.47 0.14 0.37
H 23.584110 10.502518 19.458860 -0.35 -0.83 -0.19
H 22.054276 9.551287 19.809452 0.06 -0.01 -0.71
H 24.878285 8.979287 20.757199 -0.30 -0.40 0.19
H 23.957129 8.012870 19.624555 -0.12 -0.25 0.58
H 23.482010 8.046130 21.404233 -0.04 0.16 -0.50
C 25.037551 17.432911 17.072250 0.37 0.32 0.03
C 24.876322 17.243421 18.585135 0.83 -0.42 0.29
C 24.185308 18.429135 19.298337 1.70 -1.44 0.71
C 22.746913 18.471748 18.979700 0.02 1.64 -0.03
N 21.996020 19.625250 19.668740 0.41 0.00 -0.65
C 21.634683 19.475558 21.149915 -0.41 0.06 -0.52
C 20.393978 20.439588 21.300519 0.71 -1.05 0.10
C 19.738888 20.531375 19.898138 1.03 -0.93 0.33
C 20.672975 19.737745 18.999136 -0.41 -1.21 -0.30
C 22.773894 20.890110 19.536248 -0.51 0.01 1.34
C 23.027391 21.499825 18.210974 -0.04 1.11 0.01
C 24.125410 22.518765 18.503326 0.28 0.81 -0.59
H 24.284665 16.926528 16.471729 -0.22 0.43 -0.07
H 26.001759 17.042194 16.735029 -0.15 -0.18 0.12
H 25.132627 18.523348 16.882701 -0.47 -0.54 -0.27
H 25.922364 17.166757 18.938392 -0.58 0.20 0.35
H 24.413252 16.279148 18.876986 0.08 0.53 -0.36
H 24.724745 19.303840 18.988825 0.10 0.59 -0.42
H 24.428785 18.337932 20.360773 -0.44 -0.04 0.17
H 22.216464 17.603225 19.225116 -0.70 -1.40 0.60
H 22.706848 18.554663 17.889303 -0.63 0.48 0.10
H 22.472476 19.772675 21.795728 -0.10 -0.20 -0.40
H 21.369882 18.413605 21.265282 -0.15 0.56 0.21
H 20.741286 21.430146 21.656309 -0.42 -0.58 0.00
H 19.741122 19.925931 22.006883 0.01 0.45 0.06
H 19.751166 21.551179 19.609951 -0.45 1.08 -0.45
H 18.773644 20.037291 19.796986 -0.08 0.31 0.36
H 20.891331 20.162114 18.024644 -0.36 -0.03 -0.23
H 20.296841 18.685768 18.916278 0.13 0.97 -0.05
H 23.743830 20.651191 19.937382 0.14 0.14 0.68
H 22.263310 21.631619 20.185418 0.47 -0.44 -0.32
H 22.136150 22.022990 17.849001 0.15 -0.16 -0.21
H 23.382886 20.811482 17.483582 0.10 -0.76 -0.75
H 23.810172 23.159790 19.321130 0.11 0.07 0.28
H 24.300872 23.198079 17.667641 -0.09 -0.14 -0.12
H 25.106397 22.088401 18.741710 -0.37 -0.18 0.08
C 14.070097 12.604750 18.993864 -1.11 0.60 -0.51
C 15.079367 13.676233 19.232869 0.33 1.92 -0.71
C 16.176991 13.659621 18.145550 -0.16 0.16 0.49
C 15.676017 14.261799 16.846391 -1.83 -0.43 -0.30
N 16.589972 14.309055 15.685407 0.00 -1.47 -0.94
C 15.910785 14.576370 14.393528 -1.82 0.19 -0.77
C 16.675738 13.906237 13.258418 0.25 -0.59 1.18
C 17.419435 12.738444 13.990824 -1.62 0.49 -0.41
C 17.024822 12.861016 15.464127 2.17 0.28 -0.93
C 17.709935 15.277488 15.795793 0.66 -0.23 0.37
C 17.346473 16.661540 16.287968 -0.06 0.86 -0.90
C 18.600413 17.536127 16.149001 0.75 -0.76 1.34
H 14.522360 11.713363 18.594311 0.17 -0.45 -0.08
H 13.298671 12.950922 18.306227 -0.06 -0.19 -0.30
H 13.548002 12.369652 19.894209 -0.32 -0.38 0.70
H 15.506395 13.521010 20.207632 0.48 0.13 0.28
H 14.660445 14.744964 19.245354 0.17 -1.43 0.09
H 16.537956 12.629700 18.109093 0.07 0.17 -0.56
H 16.989749 14.271503 18.482596 0.78 0.31 0.24
H 15.263840 15.243122 17.023796 0.22 0.59 0.14
H 14.817713 13.725772 16.403313 0.21 -0.20 0.64
H 15.750793 15.624565 14.260305 0.39 0.89 0.02
H 14.879081 14.223269 14.433261 0.11 -0.58 0.25
H 17.384234 14.594723 12.851022 0.52 0.38 -0.38
H 16.044181 13.568605 12.449313 -0.34 -0.01 0.01
H 18.457519 12.953487 13.941376 0.99 -0.41 -0.27
H 17.145108 11.759097 13.573949 0.38 0.34 0.19
H 17.951406 12.681665 15.967647 0.38 0.18 0.91
H 16.344389 12.131658 15.828935 -1.21 -0.05 0.14
H 18.345076 15.223594 14.902378 -0.71 0.34 -0.27
H 18.379737 14.854369 16.486696 0.72 -0.48 1.31
H 17.018793 16.696116 17.342517 0.19 -0.15 -0.42
H 16.572342 17.119305 15.656067 -0.24 -0.17 0.14
H 19.109403 17.498031 15.198811 -0.33 0.03 -0.73
H 19.350059 17.072477 16.820165 -0.26 0.56 0.00
H 18.443267 18.570329 16.458414 -0.08 -0.13 0.05
C 17.798498 20.245139 24.373206 -0.52 1.57 -0.06
C 17.311553 19.240632 25.404708 0.55 -0.07 -0.23
C 18.352224 18.120768 25.499428 0.31 0.41 1.08
C 17.830066 16.905528 26.267767 0.57 -0.48 -1.99
N 18.525348 15.618210 25.769176 -1.20 0.56 1.72
C 19.978422 15.796568 25.800121 0.34 -0.19 -1.19
C 20.520488 14.741950 24.845241 1.12 0.57 0.98
C 19.452264 14.619254 23.762796 1.07 1.27 -0.66
C 18.178272 15.198747 24.397887 -0.10 -0.30 -1.05
C 18.136659 14.524221 26.771770 -0.62 -0.28 -1.08
C 18.792415 14.589923 28.089560 -0.08 0.46 1.83
C 18.388861 13.362185 28.913052 0.24 -0.28 -0.39
H 18.039905 19.782657 23.415315 0.02 -0.10 -0.01
H 18.688870 20.826487 24.732532 -0.61 -0.61 -0.31
H 16.993196 21.006417 24.179830 0.73 -0.54 0.10
H 16.300417 18.853652 25.144051 0.69 0.17 0.34
H 17.320173 19.762972 26.359984 -0.63 -0.10 0.19
H 19.287071 18.524359 25.967482 -0.70 -0.18 -0.27
H 18.645553 17.851943 24.492801 -0.07 -0.30 -0.37
H 16.771095 16.825190 26.054733 -0.21 -0.44 0.19
H 18.018395 16.856406 27.313320 0.06 0.63 0.77
H 20.338633 15.704327 26.793862 0.53 0.43 0.53
H 20.206953 16.774706 25.395545 0.04 0.08 0.10
H 20.734213 13.834862 25.406277 -0.16 -0.32 -0.17
H 21.507513 15.172806 24.561305 -0.56 -0.66 -0.41
H 19.321272 13.602120 23.419291 -0.06 -0.09 -0.17
H 19.813187 15.290635 22.921725 -0.77 -0.85 0.62
H 17.400695 14.457835 24.435786 -0.40 -0.20 0.18
H 17.797344 16.021194 23.805733 -0.03 0.29 0.26
H 18.499218 13.598719 26.339085 -0.39 -0.21 -0.38
H 17.042538 14.519564 26.866480 0.22 0.01 -0.42
H 18.573678 15.507552 28.659540 0.15 -0.19 -0.26
H 19.841146 14.540337 27.904617 0.85 0.03 0.52
H 17.323612 13.328179 29.080790 -0.52 -0.14 -0.32
H 18.792519 13.288087 29.930503 0.47 0.27 -0.48
H 18.712367 12.506194 28.298136 -0.35 -0.11 0.66
C 16.308363 20.327757 17.764597 0.69 0.95 -0.27
C 17.103022 21.503655 17.020678 -0.71 -0.74 0.33
C 16.233697 22.313479 16.034510 -0.74 1.08 2.14
C 15.789368 21.370317 15.026567 -0.45 -0.04 -1.08
N 15.164633 21.970956 13.808369 1.44 -0.09 -0.74
C 15.027711 20.841252 12.774615 -0.30 0.25 -0.16
C 16.028124 21.171565 11.699520 -0.31 0.04 -0.27
C 15.972479 22.696772 11.648123 1.89 0.19 0.48
C 16.194488 22.982302 13.155520 -2.17 0.26 -1.06
C 13.858692 22.655440 13.951358 -1.69 0.29 0.08
C 12.679384 21.697332 14.343010 1.24 0.83 2.36
C 11.464593 22.523692 14.797656 -1.19 -0.48 -1.36
H 16.053467 19.460066 17.131991 0.21 0.44 -0.02
H 15.375072 20.756273 18.147262 0.02 -0.07 0.06
H 16.889565 19.896370 18.602567 -0.22 0.32 -0.46
H 17.989677 21.109103 16.567704 0.36 -0.62 -0.94
H 17.575904 22.166445 17.700851 -0.16 0.72 1.22
H 16.581670 23.244284 15.597512 1.13 -0.13 0.10
H 15.371308 22.717163 16.616037 0.21 -0.51 -0.20
H 15.131691 20.674070 15.490505 -0.70 -0.72 -0.10
H 16.641662 20.840432 14.639779 0.40 -0.43 -0.20
H 14.008140 20.900084 12.402739 0.17 -0.21 -0.12
H 15.209352 19.878787 13.241303 -0.19 0.03 0.21
H 15.814878 20.675149 10.756407 -0.11 -0.03 0.00
H 17.016511 20.836672 12.038675 -0.02 0.23 -0.26
H 15.094513 23.190710 11.250191 -0.46 -0.42 0.04
H 16.800025 23.059795 11.020810 -0.12 0.12 0.44
H 15.943818 23.984404 13.496983 -0.23 -0.04 -0.09
H 17.198130 22.803909 13.455058 0.69 -0.72 0.36
H 13.626544 23.059459 12.944938 0.23 0.08 0.62
H 13.912650 23.500546 14.683316 0.23 -0.78 -0.60
H 13.034945 21.169329 15.259798 -0.21 -0.17 -0.78
H 12.471486 20.987243 13.559107 -0.33 -0.13 -0.07
H 10.565346 21.936761 15.140513 1.09 0.23 -0.59
H 11.160636 23.111992 13.918616 -0.32 -0.03 0.34
H 11.639883 23.229291 15.585049 0.62 0.29 0.49
C 10.155798 19.122841 17.272116 -0.17 -0.55 0.25
C 11.627109 19.539450 17.486619 -0.74 -1.62 0.38
C 12.044172 19.777841 18.959420 -0.01 0.60 -0.30
C 13.159791 18.841097 19.427841 -0.32 -0.15 0.41
N 13.017982 18.332507 20.847945 1.25 0.11 -0.75
C 12.924682 19.407744 21.882707 0.36 1.41 -0.69
C 14.350365 20.087344 21.781024 -1.86 -0.72 -0.44
C 15.273121 18.873629 21.692444 -0.74 -0.73 -0.34
C 14.358005 17.660481 21.292484 -0.35 1.17 -0.49
C 11.851146 17.431585 20.881406 0.16 -0.65 2.05
C 11.885215 16.132243 20.149084 -0.14 -0.44 -0.41
C 10.925819 15.118442 20.824327 0.18 0.30 0.47
H 9.880485 18.181653 17.836735 0.35 1.06 -0.51
H 9.883766 18.960452 16.216836 0.50 -0.15 0.24
H 9.501406 19.924223 17.565646 -0.44 0.28 0.52
H 11.848770 20.396079 16.888725 0.19 0.53 -0.43
H 12.178252 18.679080 17.116579 0.57 0.10 -0.30
H 11.155576 19.700034 19.607574 0.40 0.21 -0.22
H 12.433767 20.811882 18.987416 -0.37 -0.34 0.49
H 14.139416 19.256046 19.263010 0.36 0.30 0.33
H 13.171045 17.924842 18.873080 -0.18 -0.53 -0.56
H 12.733998 18.956156 22.847177 0.31 -0.44 0.20
H 12.050977 20.055803 21.693158 0.52 -0.12 -0.21
H 14.505749 20.659888 22.674890 0.23 0.45 0.26
H 14.359436 20.734130 20.894569 0.15 0.00 0.29
H 15.660800 18.738968 22.690665 0.28 -0.56 0.04
H 16.083342 18.915792 20.975319 0.20 0.45 -0.06
H 14.107180 17.062693 22.140577 -0.16 -0.27 0.35
H 14.758352 17.020350 20.505333 -0.09 0.28 -0.09
H 10.974223 17.938637 20.533208 -0.45 0.71 0.43
H 11.817200 17.161331 21.939530 -0.57 0.31 0.13
H 12.906533 15.833194 19.988545 0.38 -0.77 0.33
H 11.510462 16.305009 19.170333 -0.32 0.13 -1.18
H 10.273673 15.657682 21.527316 0.25 -0.11 -0.03
H 11.473093 14.366388 21.415457 -0.33 0.17 -0.37
H 10.215943 14.673153 20.122242 0.51 -0.25 -0.03
C 22.141524 20.567134 24.844059 0.29 -0.31 0.38
C 21.922666 21.023142 26.284814 -0.73 -0.31 0.47
C 22.573596 20.101080 27.374294 -1.75 1.11 -0.83
C 22.103742 20.636582 28.726175 0.17 -0.80 0.46
N 22.563020 19.750723 29.892713 0.42 0.98 -1.87
C 22.383751 20.436825 31.218512 -1.16 -0.35 0.21
C 23.770216 20.670368 31.757453 0.07 -0.20 -1.01
C 24.584934 19.535509 31.161351 -1.98 -1.12 -1.06
C 24.056467 19.536064 29.713407 0.23 0.14 1.30
C 21.859218 18.451359 29.817596 -0.38 0.20 0.70
C 20.444583 18.454481 30.388725 -0.06 -1.54 -1.09
C 20.219331 16.982738 30.835291 0.25 -0.03 -0.82
H 21.715032 21.212351 24.083962 -0.24 0.35 0.11
H 21.751767 19.569770 24.668679 -0.11 -0.27 0.05
H 23.211221 20.534509 24.665831 0.29 -0.11 -0.17
H 20.840839 21.077225 26.535253 0.43 0.10 -0.39
H 22.322568 22.041322 26.373608 -0.08 -0.12 0.20
H 23.626814 20.163892 27.198682 0.76 -0.11 0.44
H 22.270702 19.072264 27.280806 -0.04 -0.42 -0.43
H 21.012286 20.755138 28.865104 0.46 -0.23 -0.49
H 22.559200 21.597166 28.841227 0.24 0.76 0.54
H 21.753332 19.746717 31.815597 0.84 0.62 -0.04
H 21.793898 21.352785 31.062051 0.24 -0.30 0.10
H 23.786580 20.608506 32.811101 0.04 0.55 1.20
H 24.109764 21.624799 31.339010 0.29 -0.05 0.57
H 24.331173 18.546055 31.604812 0.43 0.71 0.08
H 25.615427 19.722121 31.142252 1.52 0.02 0.28
H 24.270048 18.669861 29.085196 -0.27 0.05 0.08
H 24.417535 20.455784 29.290759 0.28 0.30 -0.56
H 22.491204 17.772921 30.350987 0.34 -0.51 0.58
H 21.852783 18.042623 28.809009 0.04 0.31 0.17
H 19.815997 18.628722 29.509734 -0.43 0.14 0.29
H 20.191175 19.182892 31.139173 0.01 0.19 0.28
H 20.832530 16.700157 31.718379 -0.22 0.18 -0.67
H 20.476244 16.374423 29.921773 0.02 0.28 1.25
H 19.186346 16.772100 31.064023 -0.41 0.09 0.22
C 23.536986 14.705465 28.054771 -1.76 -0.12 -0.34
C 22.915567 16.094102 28.033272 -1.55 -0.79 0.14
O 21.649873 16.215821 28.162001 0.53 -0.67 -0.46
O 23.679708 17.052038 27.967903 1.26 1.24 -0.33
H 23.268762 14.263317 28.985102 -0.12 -0.34 1.05
H 24.573667 14.829035 28.016861 1.60 -0.20 -0.37
H 23.116432 13.980757 27.336196 0.31 0.58 -0.15
C 17.461975 16.298026 21.006139 0.29 -1.06 0.68
C 18.207723 17.426167 20.349524 1.71 0.93 0.29
O 19.293851 17.798622 20.929171 -1.37 -0.58 -0.66
O 17.744443 17.969732 19.304168 -0.13 -0.32 0.41
H 16.803753 15.770618 20.325900 -0.40 0.16 -0.17
H 16.909574 16.647982 21.892252 0.00 -0.03 -0.39
H 18.152867 15.516967 21.392559 -0.17 0.63 -0.26
C 18.120206 11.196154 25.002459 0.00 0.78 0.54
F 17.543954 11.283669 26.232311 0.83 -0.11 -0.85
F 17.516621 12.203527 24.279121 0.79 -0.87 0.22
F 19.469885 11.526086 25.118647 -1.48 0.05 0.06
S 17.939795 9.511492 24.274439 2.06 -0.97 -1.76
O 18.296487 8.639664 25.320183 0.64 -0.70 2.29
O 16.603495 9.441230 23.856940 -2.92 0.71 -0.69
O 18.892982 9.456560 23.171923 0.09 1.05 0.08
C 22.001475 14.770192 16.551208 0.56 1.25 -0.74
F 21.434708 15.923572 15.915910 1.40 -2.12 1.04
F 22.947875 14.203303 15.746507 -1.22 1.24 0.81
F 22.644001 15.222392 17.681201 -0.80 -0.37 -1.28
S 20.699542 13.538533 16.939292 -0.11 -0.17 0.43
O 21.481721 12.485087 17.532713 0.21 -0.13 -0.27
O 19.837700 14.232361 17.887833 0.08 0.01 -0.43
O 20.114134 13.239993 15.645205 0.06 0.31 0.34
C 14.185399 14.472369 24.294757 1.39 -0.58 -1.65
F 14.707011 14.153558 23.042152 -0.49 0.79 0.54
F 12.979630 14.042543 24.321274 -2.52 -0.26 -0.18
F 14.863080 13.739433 25.123272 1.31 -0.26 1.41
S 14.299354 16.279360 24.612583 1.62 2.43 3.77
O 12.993081 16.850012 24.390316 -0.43 -0.45 -1.17
O 14.729239 16.504944 26.029482 -0.72 -1.41 -2.29
O 15.350256 16.705786 23.698366 0.01 -0.41 -0.16
```
Forces are in eV/Å.